1.
The following is a DFT calculation (wB97M-V/def2-TZVPD) of a structure of composition C21H25BCl2N2O7Sn.

Element x y z (Å)
Sn 0.5801 1.3107 -2.5979
C 0.9789 -3.5943 -4.9120
N 1.6620 -2.6153 -4.0990
C 1.8602 -1.3780 -4.8315
C 1.0367 -2.4005 -2.7833
C -0.4040 -1.9233 -2.8074
C -1.3935 -2.9092 -2.8668
C -2.7387 -2.5898 -2.9494
C -3.0993 -1.2504 -2.9708
C -2.1230 -0.2666 -2.8876
C -0.7532 -0.5608 -2.7900
H 1.5768 -3.7974 -5.8057
H -0.0251 -3.2781 -5.2406
H 0.8680 -4.5288 -4.3551
H 2.4459 -1.5864 -5.7324
H 2.4139 -0.6723 -4.2135
H 0.9160 -0.9010 -5.1372
H 1.6636 -1.6963 -2.2400
H 1.0840 -3.3600 -2.2556
H -1.0940 -3.9541 -2.8394
H -3.4898 -3.3721 -2.9901
H -4.1451 -0.9650 -3.0340
H -2.4392 0.7699 -2.8766
O 4.4699 0.3320 -0.5037
N 3.3077 0.6644 -0.7613
O 2.7295 1.5529 -0.1142
O 2.6998 0.0950 -1.7181
Cl 0.3581 4.9246 -1.7039
C -0.8679 5.0050 -2.9858
Cl -0.0847 4.9619 -4.5969
C -1.9394 3.8729 -2.8797
O -3.0941 4.2945 -3.0204
O -1.5372 2.7085 -2.6753
H -1.3553 5.9685 -2.9120
C -0.1894 0.7376 6.7078
C -0.0072 -0.1544 5.4794
C -1.1444 -1.1855 5.4703
C 1.3347 -0.8861 5.6218
C -0.0248 0.6389 4.1708
C -0.2147 2.0162 4.1336
C -0.2274 2.7376 2.9322
C -0.0400 2.0355 1.7681
O -0.0099 2.4759 0.4881
B 0.2513 1.3455 -0.3267
O 0.2967 0.2044 0.5211
C 0.1483 0.6552 1.7883
C 0.1570 -0.0568 2.9627
H -0.1602 0.1236 7.6119
H -1.1483 1.2587 6.6855
H 0.6043 1.4833 6.7808
H -1.1379 -1.7723 6.3942
H -1.0485 -1.8730 4.6300
H -2.1114 -0.6868 5.3824
H 1.3615 -1.4574 6.5548
H 2.1605 -0.1726 5.6266
H 1.5012 -1.5769 4.7956
H -0.3556 2.5670 5.0534
H -0.3740 3.8093 2.9189
H 0.3106 -1.1282 2.9354

**HOMO**: -1.28 eV
**HOMO-LUMO gap**: 5.29 eV
**LUMO**: 4.01 eV
**DFT total energy**: -2610.99721 a.u.
**Total charge**: -2


2.
The following is a DFT calculation (wB97M-V/def2-TZVPD) of a structure of composition C21H25BrIrN8O.

Element x y z (Å)
Ir -0.4822 1.1441 0.1883
N -2.5084 -0.0324 -2.1360
C -3.1464 0.1685 -0.9287
C -4.5075 -0.1574 -0.8760
C -5.1953 -0.0422 0.3019
C -4.5069 0.4005 1.4379
C -3.1882 0.7133 1.3163
N -2.4808 0.6187 0.1465
C -1.3347 0.4657 -2.6449
C -1.1443 0.3704 -4.0305
C -0.0410 0.9333 -4.6111
C 0.8653 1.6310 -3.8005
C 0.6438 1.6580 -2.4593
N -0.4168 1.0378 -1.8513
H -3.1140 -0.4243 -2.8432
H -5.0057 -0.4915 -1.7771
H -6.2480 -0.2879 0.3503
H -4.9962 0.4989 2.3964
H -2.6443 1.0444 2.1845
H -1.8952 -0.1251 -4.6326
H 0.1061 0.8708 -5.6814
H 1.7159 2.1510 -4.2168
H 1.2857 2.2222 -1.8089
O 4.4396 4.0407 2.6193
C 3.5371 3.3607 1.9631
C 3.7435 2.7134 0.7337
C 2.7090 2.0421 0.1354
N 1.4657 1.9640 0.6708
C 1.3330 2.5637 1.8616
Br -0.4342 2.2479 2.5061
C 2.2639 3.2588 2.5601
H 5.3034 4.0917 2.1812
H 4.7105 2.7343 0.2478
H 2.8797 1.5335 -0.8021
H 2.0632 3.7151 3.5202
C -0.8873 -1.8594 0.1398
N -0.3860 -3.1638 0.4063
C 0.8381 -3.4079 -0.3612
N 1.8678 -2.4413 0.0300
C 1.4278 -1.1167 -0.2495
N 0.1446 -0.7800 0.5302
C 0.4624 -1.0144 2.0203
N 0.9264 -2.3429 2.2422
C -0.1007 -3.3103 1.8380
C 2.1475 -2.5846 1.4634
H -1.7844 -1.6793 0.7294
H -1.0941 -1.7392 -0.9238
H 0.6311 -3.3150 -1.4285
H 1.1946 -4.4165 -0.1646
H 1.2030 -1.0008 -1.3104
H 2.1851 -0.4031 0.0618
H -0.4561 -0.8325 2.5803
H 1.2308 -0.2952 2.3052
H -1.0118 -3.1462 2.4148
H 0.2569 -4.3186 2.0334
H 2.5076 -3.5915 1.6617
H 2.9210 -1.8746 1.7605

**HOMO**: -17.43 eV
**HOMO-LUMO gap**: 6.51 eV
**LUMO**: -10.93 eV
**ΔE to the lowest compared entry with this formula, charge and spin**: 0.0 kJ/mol
**DFT total energy**: -4005.92022 a.u.
**Total charge**: +3


3.
The following is a DFT calculation (wB97M-V/def2-TZVPD) of a structure of composition C21H25Cl39N2O4P.

Element x y z (Å)
C -2.5960 0.0131 -3.0622
P -1.2463 -0.6535 -4.2052
O -0.3640 0.7376 -4.5916
N -0.2419 -1.8335 -3.3255
C -0.8883 -2.5737 -2.3103
C -0.2220 -3.6037 -1.5307
C 1.2073 -3.9115 -1.7951
C 1.8856 -5.0555 -0.9767
O 2.4962 -5.9213 -1.5176
O 1.7887 -5.1443 0.4287
O 1.8529 -3.8096 0.8755
C 1.8809 -3.1309 -2.8510
C 1.0936 -2.1037 -3.5854
C 1.8542 -1.3226 -4.7604
N 3.1997 -1.8117 -5.0174
H -3.3402 -0.7635 -2.7763
H -3.0821 0.9249 -3.5077
H -2.0516 0.3962 -2.1436
H -0.5491 0.8674 -5.5409
H -1.9745 -2.4173 -2.0838
H -0.7972 -4.1743 -0.7468
H 0.9356 -3.6093 1.1400
H 2.9445 -3.3681 -3.0496
H 1.8570 -0.2177 -4.4766
H 1.1949 -1.4306 -5.6710
H 3.1866 -2.7953 -5.2976
H 3.8189 -1.6762 -4.2191
C 4.8169 -1.7856 1.5898
Cl 4.2265 -0.9196 3.0091
Cl 4.4834 -0.8725 0.1156
Cl 6.5452 -2.1132 1.7256
H 4.2921 -2.7338 1.5267
C 1.3210 2.0665 3.0562
Cl 0.9035 1.1566 4.5125
Cl 2.2742 1.0652 1.9557
Cl -0.1393 2.6615 2.2537
H 1.9223 2.9218 3.3475
C -6.8161 -2.6351 -3.2210
Cl -7.3855 -1.7679 -1.7927
Cl -7.3660 -1.8363 -4.6950
Cl -5.0461 -2.7747 -3.2130
H -7.2333 -3.6370 -3.1982
C -0.9003 -0.2790 7.5546
Cl -1.4068 -1.0907 9.0394
Cl 0.4632 -1.1282 6.8144
Cl -2.2484 -0.1616 6.4185
H -0.5791 0.7251 7.8076
C -3.8744 -5.2403 0.3401
Cl -4.4222 -4.3763 1.7771
Cl -4.4067 -4.4058 -1.1256
Cl -2.1114 -5.4447 0.3749
H -4.3224 -6.2293 0.3435
C 1.6588 -5.4065 -6.9184
Cl 0.3892 -4.8399 -8.0062
Cl 3.2079 -4.6619 -7.3282
Cl 1.2323 -5.0643 -5.2337
H 1.7547 -6.4814 -7.0344
C -7.3319 2.2396 -2.5687
Cl -7.2765 2.4504 -4.3221
Cl -8.8389 1.4574 -2.0843
Cl -5.9335 1.3063 -2.0117
H -7.2929 3.2200 -2.1054
C 3.8089 2.4122 -4.8887
Cl 3.9678 2.6502 -6.6304
Cl 2.2112 1.7503 -4.4934
Cl 5.0831 1.3614 -4.2806
H 3.9053 3.3752 -4.4026
C -2.5142 3.7783 5.9293
Cl -1.2285 3.1749 6.9808
Cl -1.9894 5.2477 5.0984
Cl -3.0015 2.5481 4.7566
H -3.3732 4.0223 6.5458
C -0.8903 8.5401 6.9478
Cl 0.8337 8.3620 7.2943
Cl -1.8174 8.6612 8.4467
Cl -1.1762 9.9540 5.9251
H -1.2235 7.6567 6.4104
C 6.5672 3.9691 -1.4659
Cl 7.0779 2.2952 -1.6584
Cl 5.3271 4.3596 -2.6640
Cl 5.9595 4.2570 0.1666
H 7.4259 4.6121 -1.6294
C 5.4334 -7.7253 -0.9052
Cl 4.6439 -8.8412 0.2102
Cl 6.6533 -6.7718 -0.0573
Cl 6.1566 -8.6047 -2.2572
H 4.6817 -7.0500 -1.3007
C -4.2382 11.6790 10.1023
Cl -3.3683 11.1611 8.6530
Cl -3.5044 13.1360 10.7821
Cl -5.9466 11.9547 9.7396
H -4.1706 10.8873 10.8412

**HOMO**: -11.73 eV
**HOMO-LUMO gap**: 7.25 eV
**LUMO**: -4.48 eV
**ΔE to the lowest compared entry with this formula, charge and spin**: 167.6 kJ/mol
**DFT total energy**: -19514.02940 a.u.
**Total charge**: +1


4.
The following is a DFT calculation (wB97M-V/def2-TZVPD) of a structure of composition C21H25Cl3N2O2RhS5Si2.

Element x y z (Å)
Rh 0.4223 -0.0500 -0.2292
C 3.3230 -2.4022 0.2909
C 2.9219 -1.4373 1.3602
C 3.4934 -1.4719 2.6133
C 3.1136 -0.5209 3.5699
C 2.1982 0.4467 3.2606
C 1.6504 0.4541 1.9494
N 2.0218 -0.4913 1.0438
N 0.6804 1.2515 1.5010
Si 0.3578 2.9015 1.8557
C -1.1112 3.4483 0.8338
C 1.8956 3.9258 1.5388
C -0.1658 3.1780 3.6500
H 4.3773 -2.6580 0.3976
H 3.1629 -1.9658 -0.6904
H 2.7361 -3.3201 0.3473
H 4.2388 -2.2230 2.8350
H 3.5418 -0.5688 4.5651
H 1.8502 1.1694 3.9805
H -1.1108 2.9763 -0.1460
H -1.1324 4.5306 0.6874
H -2.0319 3.1567 1.3479
H 2.3386 3.6400 0.5817
H 2.6372 3.7452 2.3213
H 1.6809 4.9972 1.5156
H -1.0785 2.6185 3.8680
H -0.3644 4.2366 3.8420
H 0.6005 2.8606 4.3600
C -3.4373 1.3453 -1.4665
C -2.4309 0.5083 -0.7227
O -1.2466 0.7738 -1.0155
C -2.8623 -0.4922 0.2216
C -4.2556 -0.7049 0.3708
C -4.7722 -1.6612 1.1974
C -3.8789 -2.4695 1.9284
C -2.5309 -2.3047 1.8215
C -1.9569 -1.3111 0.9700
O -0.6791 -1.2279 0.9719
H -2.8993 2.0689 -2.0730
H -4.1037 1.8644 -0.7778
H -4.0418 0.7102 -2.1160
H -4.9364 -0.0923 -0.2030
H -5.8410 -1.7998 1.2833
H -4.2686 -3.2399 2.5846
H -1.8357 -2.9219 2.3747
C 4.0117 0.4610 -4.3825
S 4.3369 2.1082 -3.7123
C 2.7034 2.6742 -3.4301
C 1.8136 2.2037 -2.5242
S 2.1802 0.9445 -1.3950
S 0.2550 2.9809 -2.5754
C 0.5944 4.1860 -3.7665
S -0.5534 5.2307 -4.3346
S 2.1594 3.9923 -4.4404
H 4.9876 0.0133 -4.5696
H 3.4552 0.5225 -5.3154
H 3.4632 -0.1406 -3.6603
Cl 1.5009 -3.1192 -2.3668
Si 0.2847 -1.4354 -2.1200
Cl -1.6297 -2.3075 -2.3113
Cl 0.4287 -0.4849 -3.9767

**HOMO**: -4.69 eV
**HOMO-LUMO gap**: 7.01 eV
**LUMO**: 2.32 eV
**ΔE to the lowest compared entry with this formula, charge and spin**: 0.0 kJ/mol
**DFT total energy**: -5136.66619 a.u.
**Total charge**: -1


5.
The following is a DFT calculation (wB97M-V/def2-TZVPD) of a structure of composition C21H25CuNPSb.

Element x y z (Å)
Cu 0.2635 -1.2499 1.3674
N -1.6239 -2.3186 1.2162
C -2.2514 -1.8696 0.0199
C -3.0499 -2.7674 -0.6527
C -3.4608 -2.4655 -1.9126
C -3.2296 -1.2217 -2.4725
C -2.5968 -0.2469 -1.7592
C -1.9834 -0.5680 -0.5223
P -0.8786 0.5556 0.3766
C 0.3068 1.2169 -0.9075
C 0.9307 0.3938 -1.8583
C 1.9229 0.8977 -2.6670
C 2.2590 2.2349 -2.5843
C 1.5673 3.0797 -1.6740
C 0.5616 2.5685 -0.8418
C -1.8203 1.9306 1.0156
C -1.2805 2.5894 2.1283
C -1.8515 3.7333 2.6274
C -3.0625 4.1746 2.0816
C -3.6696 3.4674 1.0375
C -3.0026 2.3910 0.4645
H -2.0568 -1.9978 2.0997
H -1.5673 -3.3168 1.3220
H -3.2946 -3.7416 -0.1879
H -3.9958 -3.2087 -2.5076
H -3.6113 -0.9776 -3.4752
H -2.3656 0.6838 -2.2230
H 0.7210 -0.6850 -1.9107
H 2.4874 0.2506 -3.3165
H 3.1113 2.6117 -3.1161
H 1.8658 4.1107 -1.6233
H 0.1425 3.2406 -0.0945
H -0.4102 2.2404 2.7293
H -1.3891 4.2755 3.4363
H -3.5646 5.0507 2.5124
H -4.6501 3.7645 0.7111
H -3.4526 1.8249 -0.3198
C 4.1069 -0.5571 0.6730
Sb 2.6562 -2.0625 1.0617
C 3.0863 -3.3467 -0.5693
C 3.6801 -3.1392 2.5957
H 3.6262 0.2209 -0.0048
H 4.9462 -0.9349 0.0914
H 4.6325 -0.1021 1.5074
H 3.9725 -3.0722 -1.1088
H 2.2468 -3.3321 -1.2081
H 3.2593 -4.3363 -0.1199
H 4.0255 -4.1118 2.2450
H 3.1447 -3.3063 3.4674
H 4.5964 -2.5710 2.8502

**HOMO**: -11.21 eV
**HOMO-LUMO gap**: 8.54 eV
**LUMO**: -2.67 eV
**ΔE to the lowest compared entry with this formula, charge and spin**: 18.8 kJ/mol
**DFT total energy**: -3091.83244 a.u.
**Total charge**: +1


6.
The following is a DFT calculation (wB97M-V/def2-TZVPD) of an isolated molecule of C21H25F3N4O2.

Element x y z (Å)
O 3.1974 -2.6731 -1.0998
C 2.5338 -1.7906 -0.5905
C 1.5347 -1.0398 -1.2895
C 0.8042 -0.0615 -0.6844
N -0.1237 0.7130 -1.3263
C -0.8062 1.8180 -0.6859
H -0.1725 2.2939 0.0621
C -2.1513 1.3658 -0.0849
N -2.9746 0.8010 -1.1344
C -3.8863 1.5864 -1.8133
C -4.6797 2.4991 -1.1082
C -5.6296 3.2636 -1.7627
C -5.8447 3.1422 -3.1275
C -5.0769 2.2277 -3.8267
C -4.1146 1.4681 -3.1913
H -3.5309 0.7853 -3.7874
H -5.2224 2.1129 -4.8899
H -6.5886 3.7438 -3.6230
C -6.4431 4.2153 -0.9345
F -5.6704 4.9860 -0.1427
F -7.2889 3.5734 -0.1042
F -7.1920 5.0533 -1.6613
H -4.5817 2.6069 -0.0396
C -2.2892 -0.2930 -1.7860
H -2.9296 -0.7406 -2.5437
C -0.9430 0.1534 -2.3845
H -0.4426 -0.6930 -2.8466
H -1.1038 0.9284 -3.1403
H -2.0892 -1.0549 -1.0231
H -2.6434 2.2160 0.3811
H -1.9837 0.5953 0.6761
H -1.0109 2.5634 -1.4635
N 1.0646 0.1787 0.6390
C 2.0255 -0.4722 1.4023
O 2.1590 -0.1453 2.5614
N 2.7299 -1.4455 0.7647
C 3.7610 -2.1852 1.5013
C 3.1693 -2.9683 2.6720
C 4.2656 -3.7988 3.3322
C 5.4001 -2.8980 3.8105
C 5.9741 -2.1000 2.6440
C 4.8820 -1.2654 1.9819
H 4.4794 -0.5499 2.6997
H 5.2906 -0.7127 1.1326
H 6.7725 -1.4444 2.9970
H 6.4023 -2.7859 1.9093
H 5.0180 -2.2079 4.5655
H 6.1853 -3.5013 4.2709
H 3.8478 -4.3527 4.1752
H 4.6547 -4.5234 2.6131
H 2.7485 -2.2709 3.3971
H 2.3690 -3.6182 2.3100
H 4.1670 -2.8908 0.7679
H 0.5467 0.8706 1.1608
H 1.4309 -1.2782 -2.3321

**HOMO**: -8.18 eV
**HOMO-LUMO gap**: 8.56 eV
**LUMO**: 0.38 eV
**Structure (SMILES)**: O=c1cc(N2CCN(c3cccc(C(F)(F)F)c3)CC2)[nH]c(=O)n1C1CCCCC1
**ΔE to the lowest compared entry with this formula, charge and spin**: 9.9 kJ/mol
**DFT total energy**: -1484.41496 a.u.


7.
The following is a DFT calculation (wB97M-V/def2-TZVPD) of an isolated molecule of C21H25F3O5.

Element x y z (Å)
C -0.6191 -0.8194 -4.9709
C 0.5697 -0.8655 -5.5392
C 1.8790 -0.8765 -4.8062
H 2.4866 -0.0255 -5.1402
H 2.4193 -1.8064 -5.0079
O 1.7280 -0.8192 -3.3913
C 1.5920 0.4040 -2.8593
O 1.6786 1.4289 -3.4834
C 1.3104 0.3338 -1.3981
C 0.9050 -0.7795 -0.7818
C 0.5942 -0.8238 0.6810
C -0.8808 -1.0182 0.9579
C -1.2832 -1.3947 2.2352
C -2.6209 -1.5573 2.5364
C -3.5745 -1.3484 1.5481
C -3.1878 -0.9756 0.2690
C -1.8454 -0.8171 -0.0195
H -1.5458 -0.5206 -1.0119
H -3.9340 -0.8135 -0.4937
C -5.0274 -1.4974 1.8911
F -5.5155 -0.4096 2.5231
F -5.2619 -2.5349 2.7135
F -5.8091 -1.6833 0.8166
H -2.9288 -1.8502 3.5286
H -0.5436 -1.5639 3.0041
H 1.1164 -1.6873 1.1101
C 1.1245 0.4494 1.3729
C 2.6278 0.3588 1.6589
C 2.9814 -0.5557 2.8314
C 2.5946 0.0329 4.1911
O 2.8672 -0.8504 5.2518
H 3.8103 -1.0488 5.2604
H 3.1134 0.9912 4.3409
H 1.5195 0.2149 4.2443
H 4.0617 -0.7278 2.8243
H 2.4962 -1.5277 2.7244
H 3.1348 0.0024 0.7597
H 3.0076 1.3608 1.8724
C 0.8290 1.6584 0.4709
O -0.5513 1.7816 0.3677
C -1.0355 2.9776 -0.2288
C -1.0674 2.9389 -1.7525
H -1.6564 2.0890 -2.0897
H -0.0655 2.8576 -2.1658
H -1.5269 3.8512 -2.1237
H -0.4300 3.8267 0.1161
H -2.0506 3.0815 0.1653
O 1.4630 1.5412 -0.7840
H 1.2665 2.5798 0.8961
H 0.5747 0.6145 2.3012
H 0.7922 -1.6881 -1.3494
H 0.6782 -0.8922 -6.6143
H -1.5236 -0.8045 -5.5526
H -0.7366 -0.7919 -3.9002

**HOMO**: -9.30 eV
**HOMO-LUMO gap**: 9.94 eV
**LUMO**: 0.63 eV
**Structure (SMILES)**: C=CCOC(=O)C1=C[C@H](c2ccc(C(F)(F)F)cc2)[C@@H](CCCO)[C@H](OCC)O1
**ΔE to the lowest compared entry with this formula, charge and spin**: 1.5 kJ/mol
**DFT total energy**: -1491.00620 a.u.


8.
The following is a DFT calculation (wB97M-V/def2-TZVPD) of an isolated molecule of C21H25FN2O2S.

Element x y z (Å)
C 4.5677 1.7253 4.5050
H 5.3908 2.1056 5.1081
O 4.5094 0.3464 4.7689
C 3.5424 -0.4035 4.1647
C 2.6122 0.0974 3.2647
C 1.6509 -0.7379 2.6871
C 1.6500 -2.0892 3.0425
C 2.5878 -2.5835 3.9279
C 3.5367 -1.7577 4.4937
H 4.2715 -2.1284 5.1887
H 2.5694 -3.6313 4.1889
H 0.8987 -2.7545 2.6475
N 0.6613 -0.2520 1.8366
C 0.3297 -0.9834 0.6343
H 0.4861 -2.0502 0.7781
C 1.1894 -0.5027 -0.5507
N 1.0145 0.9177 -0.7367
C 0.4528 1.5582 -1.7906
O 0.3481 2.7681 -1.8148
C -0.0050 0.6825 -2.9518
C -0.7546 1.5107 -3.9842
H -0.9074 0.9489 -4.9060
H -0.2074 2.4285 -4.1966
S -2.3814 2.0795 -3.4057
C -3.3555 0.5275 -3.5364
C -3.2284 -0.3405 -2.3263
C -2.8384 -1.6717 -2.4168
C -2.7297 -2.4916 -1.3087
C -3.0176 -1.9708 -0.0598
C -3.3978 -0.6429 0.0639
C -3.5003 0.1597 -1.0569
H -3.7852 1.1971 -0.9668
H -3.6159 -0.2343 1.0388
H -2.9401 -2.5989 0.8141
H -2.4267 -3.5186 -1.4383
F -2.5448 -2.1941 -3.6324
H -4.3867 0.8651 -3.6475
H -3.0493 0.0079 -4.4433
H 0.8746 0.2345 -3.4235
H -0.6475 -0.1173 -2.5806
C 1.3540 1.6735 0.4539
C 0.4923 1.1677 1.6186
H 0.7050 1.7160 2.5351
H -0.5608 1.3331 1.3622
H 1.1590 2.7268 0.2488
H 2.4179 1.5317 0.6733
H 0.9300 -1.0556 -1.4504
H 2.2457 -0.6933 -0.3182
H -0.7268 -0.8094 0.4032
H 2.6405 1.1420 3.0056
H 4.7745 1.9278 3.4485
H 3.6427 2.2331 4.7982

**HOMO**: -7.61 eV
**HOMO-LUMO gap**: 8.28 eV
**LUMO**: 0.68 eV
**Structure (SMILES)**: COc1cccc(N2CCN(C(=O)CCSCc3ccccc3F)CC2)c1
**ΔE to the lowest compared entry with this formula, charge and spin**: 144.3 kJ/mol
**DFT total energy**: -1573.27168 a.u.